Entry 1:
A structure of composition C12H26N6O5SV at a distorted geometry. Source: the Open Molecules 2025 dataset; level of theory: ωB97M-V/def2-TZVPD.

* calculated total energy: -2519.861420 Eh
* total charge: 0
* HOMO level (alpha / beta): -5.8 / -5.2 eV
* orbital gap (alpha / beta): 6.137 / 5.542 eV
* multiplicity: 2
* maximum force: 0.020 Eh/bohr

Geometry as XYZ:
```
51
Properties=species:S:1:pos:R:3:mulliken_charge:R:1
V -0.160 -0.355 -0.179 1.342
N -1.542 0.751 2.356 -0.315
C -2.262 -0.489 2.622 -0.865
C -1.300 -1.654 2.717 -0.741
N -0.626 -1.933 1.445 0.094
C 0.579 -2.757 1.651 -0.751
C 1.413 -2.859 0.392 -0.922
N 1.751 -1.514 -0.099 -0.059
H -0.940 0.986 3.139 0.232
H -2.193 1.520 2.239 0.241
H -2.969 -0.652 1.807 0.179
H -2.857 -0.458 3.547 0.500
H -1.820 -2.546 3.091 0.373
H -0.528 -1.421 3.458 0.365
H -1.262 -2.452 0.842 0.189
H 0.318 -3.762 2.012 0.375
H 1.156 -2.272 2.444 0.399
H 0.849 -3.346 -0.406 0.301
H 2.306 -3.459 0.605 0.507
H 2.009 -1.582 -1.081 0.244
H 2.535 -1.131 0.421 0.146
C 3.252 1.780 0.714 -1.674
C 1.896 2.061 0.093 2.034
C 1.610 3.552 0.042 -1.853
O 0.915 1.415 0.956 -0.626
C 1.775 1.457 -1.323 -0.037
O 2.728 1.510 -2.084 -0.747
O 0.628 0.948 -1.576 -0.551
H 3.356 2.316 1.657 0.427
H 4.041 2.082 0.030 0.350
H 3.377 0.718 0.917 0.201
H 1.636 3.969 1.050 0.419
H 0.634 3.755 -0.406 0.404
H 2.363 4.053 -0.565 0.432
H 0.105 1.938 0.987 0.320
N 1.308 -1.427 -3.210 -0.364
N -0.051 -1.527 -3.570 -0.218
C -1.078 -1.508 -2.621 0.295
O -2.199 -1.216 -2.994 -0.704
O -0.752 -1.873 -1.402 -0.609
H 1.610 -0.453 -3.258 0.141
H 1.848 -1.990 -3.859 0.248
H -0.330 -0.986 -4.383 0.253
S -4.410 1.006 -1.280 -0.228
C -3.341 2.331 -1.385 -0.283
C -2.103 1.950 -0.997 -1.037
N -1.990 0.639 -0.575 0.937
C -3.151 0.048 -0.682 -0.432
H -3.645 3.292 -1.754 0.461
H -1.208 2.550 -1.039 0.217
H -3.281 -1.006 -0.499 0.386
```

---

Entry 2:
A structure of composition C12H26O14Zn at a distorted geometry. Source: the Open Molecules 2025 dataset; level of theory: ωB97M-V/def2-TZVPD.

* calculated total energy: -3305.530596 Eh
* total charge: 0
* HOMO level: -8.1 eV
* orbital gap: 8.783 eV
* maximum force: 0.065 Eh/bohr

Geometry as XYZ:
```
53
Properties=species:S:1:pos:R:3:mulliken_charge:R:1
Zn -0.217 -0.181 -0.044 1.543
O 0.705 -1.515 -1.131 -0.251
H 0.953 -2.319 -1.558 -0.029
O -1.013 1.220 1.058 -0.339
H -1.388 1.771 1.726 -0.004
C 0.275 3.845 -0.545 -0.526
O 0.872 3.330 -1.733 -0.423
C 1.231 2.063 -1.778 0.729
O 1.076 1.277 -0.872 -0.142
O 1.722 1.781 -2.954 -0.451
C 2.040 0.430 -3.255 -0.549
H -0.729 4.180 -0.780 0.273
H 0.937 4.643 -0.199 0.309
H 0.292 3.151 0.297 0.064
H 2.387 0.410 -4.286 0.280
H 1.209 -0.270 -3.186 0.122
H 2.825 0.061 -2.597 0.299
C -2.978 -1.861 -1.822 -0.539
O -3.284 -0.654 -2.530 -0.425
C -2.286 0.192 -2.662 0.468
O -1.261 0.161 -2.054 -0.356
O -2.624 1.093 -3.574 -0.396
C -1.856 2.279 -3.635 -0.379
H -3.602 -2.646 -2.234 0.371
H -3.015 -1.633 -0.756 0.086
H -1.934 -2.148 -1.990 0.274
H -2.141 2.807 -4.538 0.311
H -0.779 2.100 -3.614 0.054
H -2.039 2.892 -2.747 0.230
C 3.917 0.825 0.873 -0.355
O 3.470 0.592 2.174 -0.407
C 2.328 -0.020 2.407 0.573
O 1.495 -0.332 1.595 -0.331
O 2.208 -0.200 3.705 -0.429
C 1.022 -0.682 4.306 -0.456
H 4.281 -0.136 0.468 0.329
H 4.825 1.424 0.841 0.349
H 3.271 1.139 0.052 -0.123
H 0.122 -0.375 3.771 0.126
H 1.021 -0.325 5.331 0.299
H 1.074 -1.774 4.296 0.263
C -2.920 -0.890 2.809 -0.420
O -2.060 -1.998 3.012 -0.371
C -1.200 -2.259 2.043 0.441
O -1.242 -1.729 0.952 -0.449
O -0.357 -3.169 2.425 -0.353
C 0.562 -3.611 1.427 -0.417
H -3.649 -1.125 2.025 0.295
H -2.453 0.017 2.425 -0.018
H -3.518 -0.695 3.694 0.309
H 1.226 -2.811 1.090 -0.001
H 0.061 -3.863 0.491 0.261
H 1.137 -4.459 1.781 0.281
```

---

Entry 3:
A cluster of 2 separate species, C12H27BFO6S in total at a distorted geometry. Source: the Open Molecules 2025 dataset; level of theory: ωB97M-V/def2-TZVPD.

* calculated total energy: -1447.820644 Eh
* total charge: -1
* HOMO level: -4.6 eV
* orbital gap: 7.222 eV
* maximum force: 0.106 Eh/bohr

Geometry as XYZ:
```
48
Properties=species:S:1:pos:R:3:mulliken_charge:R:1
C -2.614 0.540 3.693 -1.176
C -1.476 -0.539 3.520 -0.349
C -1.539 -0.991 2.008 -0.320
C -0.376 -1.980 1.650 -0.744
C 0.847 -1.304 0.964 -0.833
C 0.601 -0.822 -0.477 0.985
F 0.642 -1.834 -1.455 -0.409
O -0.573 -0.157 -0.756 -0.358
B -0.360 1.024 -1.622 1.206
C -1.235 1.167 -3.003 -0.926
C -0.544 2.216 -3.946 0.253
C -1.512 2.714 -5.088 -1.328
O -0.164 3.400 -3.213 -0.543
O 1.084 0.886 -2.032 -0.893
C 1.688 0.259 -0.920 -0.656
S 2.042 1.664 0.211 1.220
C 2.217 3.232 -0.745 -0.963
O 1.022 1.900 1.269 -0.608
O 3.357 1.390 0.887 -0.793
H -3.591 0.153 3.338 0.292
H -2.358 1.472 3.151 0.265
H -2.715 0.770 4.775 0.388
H -1.602 -1.391 4.215 0.340
H -0.511 -0.004 3.638 0.224
H -1.544 -0.059 1.413 0.082
H -2.500 -1.532 1.840 0.299
H -0.003 -2.390 2.616 0.290
H -0.795 -2.842 1.099 0.406
H 1.231 -0.523 1.646 0.376
H 1.648 -2.080 0.907 0.206
H -0.529 2.039 -0.977 -0.309
H -2.275 1.484 -2.758 0.218
H -1.261 0.154 -3.475 0.242
H 0.343 1.727 -4.404 0.243
H -2.500 2.927 -4.637 0.290
H -1.110 3.668 -5.493 0.323
H -1.573 1.914 -5.852 0.318
H 0.753 3.551 -3.437 0.316
H 2.554 -0.361 -1.247 0.458
H 2.922 3.905 -0.229 0.421
H 2.559 2.925 -1.754 0.224
H 1.220 3.706 -0.777 0.311
C 1.322 -5.554 2.852 -0.641
O 1.245 -4.410 2.013 -0.345
H 0.520 -5.497 3.586 0.225
H 1.203 -6.466 2.259 0.257
H 2.284 -5.577 3.373 0.271
H 1.958 -4.475 1.373 0.245
```

---

Entry 4:
A cluster of 2 separate species, C12H27ClF3N2O4P2 in total at a distorted geometry. Source: the Open Molecules 2025 dataset; level of theory: ωB97M-V/def2-TZVPD.

* calculated total energy: -2326.201730 Eh
* total charge: +1
* HOMO level: -11.6 eV
* orbital gap: 8.544 eV
* maximum force: 0.024 Eh/bohr

Geometry as XYZ:
```
51
Properties=species:S:1:pos:R:3:mulliken_charge:R:1
C -4.167 -2.416 -4.026 -1.220
C -3.495 -1.719 -2.843 -0.052
O -2.728 -0.576 -3.269 -0.380
C -1.364 -0.779 -3.357 -0.791
P -0.467 -0.403 -1.767 0.804
Cl 0.471 1.312 -2.082 -0.196
C 0.741 -1.688 -1.377 -1.037
C 1.812 -1.215 -0.363 -0.487
C 1.803 -2.000 0.968 -0.760
C 3.122 -2.755 1.212 -1.010
C 2.974 -3.842 2.274 -0.521
N 2.300 -5.023 1.732 -0.594
P -1.625 -0.197 0.132 0.231
N -2.419 -1.713 0.187 -0.508
O -2.790 0.851 -0.249 -0.425
H -5.238 -2.508 -3.857 0.333
H -3.772 -3.422 -4.164 0.320
H -3.993 -1.850 -4.938 0.313
H -4.217 -1.370 -2.111 0.373
H -2.832 -2.413 -2.321 0.193
H -1.095 -1.782 -3.711 0.434
H -0.965 -0.075 -4.092 0.503
H 0.133 -2.471 -0.913 0.410
H 1.148 -2.093 -2.302 0.558
H 1.702 -0.157 -0.132 0.334
H 2.786 -1.327 -0.838 0.462
H 1.632 -1.309 1.795 0.346
H 0.972 -2.712 0.994 0.388
H 3.412 -3.228 0.269 0.493
H 3.868 -2.018 1.506 0.392
H 2.424 -3.406 3.115 0.268
H 3.967 -4.102 2.641 0.353
H 1.816 -4.804 0.872 0.191
H 1.601 -5.378 2.370 0.255
H -1.770 -2.479 0.037 0.221
H -2.762 -1.814 1.139 0.327
H -2.901 1.428 0.516 0.365
C 1.687 6.838 2.530 -1.109
C 1.462 6.099 1.231 -0.209
O 1.119 4.708 1.462 -0.285
C -0.127 4.471 1.817 0.266
O -1.016 5.253 1.955 -0.496
C -0.323 2.954 2.002 0.977
F 0.645 2.403 2.723 -0.255
F -0.344 2.332 0.803 -0.147
F -1.486 2.688 2.589 -0.272
H 2.449 6.336 3.126 0.309
H 2.015 7.856 2.324 0.378
H 0.774 6.885 3.121 0.327
H 2.374 6.066 0.641 0.301
H 0.685 6.565 0.626 0.328
```